No. 1
Density functional theory data (the ωB97M-V functional and the def2-TZVPD basis) for a molecular structure, C31H42BrN3P2Pt in a non-equilibrium geometry.

Summary:
ΔE to the lowest compared entry with this formula, charge and spin: 579.1 kJ/mol
LUMO (alpha / beta): -14.0 / -14.8 eV
E_HOMO (alpha / beta): -18.75 / -20.19 eV
Multiplicity: 5
Charge: +4

CARTESIAN COORDINATES (ANGSTROEM)
C1 -0.21178 5.44652 -3.21337
C2 -0.42963 4.10896 -3.64591
C3 -0.65634 3.90032 -5.01818
C4 -0.82746 5.02252 -5.85199
N1 -0.72041 6.26886 -5.40040
C5 -0.40035 6.49603 -4.12712
C6 -0.58066 3.03329 -2.66998
C7 -0.99495 2.82922 -1.52638
C8 -1.40454 2.69807 -0.17548
C9 -0.46844 2.95155 0.87682
C10 -0.47492 1.95967 1.84572
C11 -1.37638 0.84775 1.67302
C12 -2.66704 1.21202 1.17386
C13 -2.69154 2.15743 0.15944
Pt1 0.02477 0.40691 -0.07893
P1 2.06526 -0.91631 0.09678
H1 -0.79890 2.89325 -5.42098
H2 0.01573 5.68803 -2.16935
H3 -1.07693 4.88969 -6.91268
H4 -0.30543 7.53258 -3.80487
H5 -3.57981 2.49830 -0.38901
H6 0.16701 3.83893 0.87384
H7 -3.58172 0.81668 1.62077
H8 0.13524 1.98640 2.73675
C14 2.54939 -2.51632 0.93726
C15 3.80097 -3.29343 0.46011
H9 1.68062 -3.17798 0.87909
H10 2.62942 -2.29255 2.00808
H11 4.07329 -4.04529 1.22043
H12 3.60884 -3.84110 -0.47510
H13 4.69475 -2.66815 0.31293
C16 2.63799 -1.21466 -1.62117
C17 3.94263 -0.56643 -2.07544
H14 1.82586 -0.85950 -2.26923
H15 2.71112 -2.30683 -1.73452
H16 3.97469 -0.61110 -3.17071
H17 4.00771 0.48920 -1.78090
H18 4.83737 -1.09825 -1.71051
C18 3.16039 0.29309 0.90662
C19 4.60299 -0.13266 1.21065
H19 2.64463 0.56688 1.84196
H20 3.15288 1.18966 0.27149
H21 5.13280 0.72134 1.66749
H22 4.65451 -0.97546 1.91840
H23 5.15806 -0.41395 0.30126
Br1 -0.58325 -3.17471 2.45196
P2 -1.42618 -1.51731 -0.41772
C20 -0.49545 -3.12437 -0.88621
C21 -1.02164 -4.51549 -1.25492
H24 0.09500 -3.32652 0.02028
H25 0.21299 -2.83184 -1.67277
H26 -0.17132 -5.21151 -1.21192
H27 -1.76873 -4.90872 -0.56037
H28 -1.38459 -4.58937 -2.28658
C22 -3.02933 -1.84430 0.63569
C23 -4.10670 -2.96859 0.50676
H29 -3.63159 -0.91451 0.67333
H30 -2.58236 -2.01297 1.63675
H31 -4.62692 -3.01203 1.49087
H32 -4.88946 -2.67218 -0.22536
H33 -3.72056 -3.98183 0.29877
C24 -1.88273 -0.29918 -1.78490
C25 -2.34083 -0.75742 -3.17274
H34 -1.00455 0.36786 -1.99636
H35 -2.65245 0.40092 -1.40471
H36 -2.53441 0.18204 -3.72988
H37 -1.54113 -1.28992 -3.70914
H38 -3.28946 -1.31889 -3.13280
N2 -1.02665 1.34331 8.22484
C26 -0.86028 0.94500 7.13178
C27 -0.65597 0.48004 5.76933
C28 -1.70452 0.42172 4.84577
C29 -1.45536 -0.10936 3.53632
N3 -0.19610 -0.49848 3.17942
C30 0.79967 -0.47159 4.06329
C31 0.61416 0.00921 5.38189
H39 -2.69761 0.82037 5.08393
H40 -2.31975 -0.50221 2.96232
H41 1.75966 -0.92582 3.73878
H42 1.47679 -0.00451 6.06366

=====

No. 2
Density functional theory data (the ωB97M-V functional and the def2-TZVPD basis) for a molecular structure, C31H42Cl2NO3P3Re in a non-equilibrium geometry.

Summary:
LUMO (alpha / beta): -4.5 / -9.0 eV
E_HOMO (alpha / beta): -12.17 / -12.96 eV
Multiplicity: 4
Charge: +2

CARTESIAN COORDINATES (ANGSTROEM)
P1 -5.34201 0.59549 -2.87154
C1 -6.66621 -0.68049 -2.97016
C2 -8.00411 -0.46341 -2.60104
H1 -8.31328 0.48497 -2.16491
C3 -8.95989 -1.46184 -2.80212
H2 -9.99558 -1.28144 -2.51338
C4 -8.59062 -2.68867 -3.36062
H3 -9.33326 -3.47062 -3.50530
C5 -7.25240 -2.92130 -3.71594
H4 -6.95505 -3.87944 -4.14671
C6 -6.29342 -1.93130 -3.50950
H5 -5.25059 -2.11639 -3.78170
C7 -6.23009 1.89934 -1.91890
C8 -6.22316 1.77185 -0.51296
H6 -5.65592 0.96314 -0.04296
C9 -6.96095 2.65391 0.27557
H7 -6.95798 2.53736 1.36071
C10 -7.69588 3.68762 -0.32345
H8 -8.25609 4.38515 0.29621
C11 -7.69141 3.82920 -1.71421
H9 -8.25267 4.63576 -2.18432
C12 -6.96265 2.94082 -2.50952
H10 -6.97848 3.06167 -3.59146
C13 -5.47441 1.30160 -4.56789
C14 -6.52449 1.01714 -5.45652
H11 -7.29759 0.29666 -5.19225
C15 -6.59649 1.66186 -6.69379
H12 -7.41626 1.43091 -7.37481
C16 -5.61783 2.59057 -7.05973
H13 -5.67085 3.08692 -8.02659
C17 -4.55350 2.86549 -6.18822
H14 -3.78286 3.58434 -6.47238
C18 -4.46789 2.21167 -4.95906
H15 -3.61923 2.40745 -4.29834
Re1 -0.41705 -0.02823 -0.26297
C19 -0.01142 1.96593 0.30147
C20 -0.97963 2.90834 0.20632
H16 1.00825 2.21490 0.64225
C21 -2.29818 2.46551 -0.40037
O1 -2.45630 3.12989 -1.67204
H17 -3.26895 2.82083 -2.10939
C22 -2.20579 1.00283 -0.57925
H18 -3.13418 2.72924 0.25916
C23 -2.31294 -0.16443 -1.11492
Cl1 1.94362 -0.23961 0.67671
Cl2 -0.39280 -2.41100 -0.65523
P2 -1.04925 -0.56190 1.88201
C24 0.08064 -1.68795 2.79635
H19 1.04047 -1.18614 2.95669
H20 0.25228 -2.59079 2.20354
H21 -0.37366 -1.95120 3.75881
C25 -1.21654 0.77132 3.12745
H22 -1.86992 1.56413 2.74473
H23 -0.22977 1.20187 3.33876
H24 -1.64460 0.35328 4.04909
C26 -2.64873 -1.43080 2.02858
H25 -2.62901 -2.33068 1.40375
H26 -3.45709 -0.77430 1.68689
H27 -2.80778 -1.70227 3.08015
P3 -0.66444 4.66355 0.56075
C27 0.70289 4.86204 1.70152
C28 -2.15521 5.33152 1.28584
H28 1.63702 4.50263 1.24704
H29 0.50518 4.31449 2.63516
H30 0.79802 5.93585 1.92386
H31 -3.01355 5.13311 0.63055
H32 -2.02185 6.41644 1.39853
H33 -2.32355 4.88136 2.27392
C29 -0.32310 5.46722 -1.00007
H34 0.70093 5.22666 -1.31886
H35 -0.42680 6.55271 -0.86858
H36 -1.04372 5.09924 -1.74346
H37 -2.89735 -0.86303 -1.70382
N1 3.89086 -0.93318 -1.40113
C30 2.61788 -1.27925 -2.07549
C31 1.92454 0.08303 -2.21478
O2 2.69562 1.00848 -2.50530
O3 0.65002 0.16528 -2.03873
H38 4.22906 -0.03963 -1.81183
H39 4.59083 -1.67039 -1.48376
H40 3.63005 -0.77382 -0.40197
H41 2.82472 -1.66870 -3.07103
H42 2.01560 -1.98166 -1.49701

=====

No. 3
Density functional theory data (the ωB97M-V functional and the def2-TZVPD basis) for a molecular structure, C31H42CuN3OP in a non-equilibrium geometry.

Summary:
ΔE to the lowest compared entry with this formula, charge and spin: 175.7 kJ/mol
LUMO (alpha / beta): 4.3 / 4.3 eV
E_HOMO (alpha / beta): 2.25 / 0.06 eV
Multiplicity: 2
Charge: -2

CARTESIAN COORDINATES (ANGSTROEM)
Cu1 0.38238 0.30139 -1.04437
N1 -0.01383 -4.33728 3.16919
N2 0.92582 -2.36790 -1.93800
C1 0.66805 2.48441 -1.07104
C2 1.83222 1.70624 -0.69650
C3 1.65133 1.33634 0.68332
C4 2.62283 0.57473 1.50367
H1 3.44862 0.18908 0.89514
H2 2.12831 -0.28010 1.98050
H3 3.05220 1.18347 2.31334
C5 0.43315 1.89774 1.14778
C6 -0.03858 1.81234 2.54598
H4 0.52804 2.48830 3.20519
H5 0.10112 0.79617 2.93201
H6 -1.10370 2.06117 2.63434
C7 -0.18852 2.57428 0.07277
C8 -1.46899 3.31856 0.12151
H7 -2.14662 2.89478 0.87552
H8 -1.98638 3.29601 -0.84817
H9 -1.30338 4.37646 0.38513
C9 3.06027 1.50299 -1.50622
H10 3.95223 1.98695 -1.07720
H11 2.92749 1.88535 -2.52480
H12 3.27446 0.42863 -1.57243
C10 0.53567 3.21474 -2.35739
H13 -0.47418 3.62608 -2.46661
H14 0.70628 2.51922 -3.18846
H15 1.25622 4.04298 -2.46264
C11 -0.80757 -5.38938 3.37128
H16 -0.34703 -6.16614 3.98547
C12 -2.10041 -5.36782 2.82074
H17 -2.79260 -6.13795 3.16196
C13 -2.45525 -4.46308 1.81481
H18 -3.36344 -4.60616 1.18071
C14 -1.55838 -3.38866 1.62529
H19 -1.46324 -2.82312 0.69525
C15 -0.55285 -3.18514 2.63844
C16 0.16777 -2.05243 3.00459
H20 0.82778 -1.70561 2.16227
C17 0.21193 -1.26340 -2.07039
C18 0.41087 -3.33197 -2.79831
H21 0.49713 -4.38314 -2.57801
C19 -0.18028 -2.64598 -3.84226
H22 -0.29836 -2.96143 -4.85658
N3 -0.43701 -1.35466 -3.36046
C20 -0.54520 -0.14931 -4.10590
C21 0.50745 0.16486 -4.96734
C22 0.32181 1.30662 -5.75450
H23 1.05529 1.56629 -6.51517
C23 -0.81940 2.09707 -5.59226
C24 -1.09997 3.20463 -6.55809
H24 -1.65364 4.01144 -6.06992
H25 -1.70480 2.84391 -7.40198
H26 -0.16318 3.59741 -6.96430
C25 -1.72395 1.84186 -4.55690
H27 -2.57823 2.49524 -4.40671
C26 -1.54012 0.73941 -3.71671
C27 -2.32809 0.49882 -2.46756
H28 -2.78990 -0.49785 -2.44415
H29 -3.10454 1.26455 -2.33419
H30 -1.69891 0.56727 -1.54969
C28 1.77658 -0.63469 -4.92600
H31 1.59641 -1.70752 -5.10235
H32 2.28220 -0.53195 -3.94651
H33 2.49652 -0.28944 -5.68064
C29 2.47158 -3.27725 4.55318
P1 1.26410 -2.00116 4.98088
C30 -0.10537 -2.27626 6.09205
C31 2.28524 -0.63762 5.54551
O1 0.16092 -1.08737 4.00774
H34 2.22437 -3.89167 3.68494
H35 2.58592 -3.95528 5.42561
H36 3.46063 -2.80893 4.38983
H37 0.27766 -2.56417 7.08584
H38 -0.65821 -1.31394 6.14135
H39 -0.80187 -3.03205 5.68740
H40 1.78055 0.32844 5.36548
H41 2.40911 -0.81405 6.62873
H42 3.26617 -0.64829 5.03631

=====

no.,E_tot (eV)
1,-129111.6249
2,-95488.9405
3,-93266.7051